The following is a DFT calculation (ωB97M-V/def2-TZVPD) of C6H16N2O4Rb as an isolated structure.

```
29
Properties=species:S:1:pos:R:3:forces:R:3
Rb 0.655 2.292 -0.217 0.8 0.0 -0.9
O 1.728 1.344 -4.362 -1.0 -0.2 0.2
H 0.969 0.938 -4.824 0.4 0.2 0.2
O 5.028 3.003 -0.962 -0.3 0.4 0.9
H 5.266 3.692 -0.311 -0.1 -0.3 -0.3
C 6.671 -2.340 -1.914 -0.7 1.1 -1.7
O 6.224 -1.461 -2.626 0.1 -0.4 0.5
N 6.158 -2.740 -0.739 -0.5 -1.7 2.0
C 6.747 -3.902 -0.024 -0.7 0.3 0.0
C 4.844 -2.332 -0.173 -0.1 -0.3 -0.9
H 7.534 -2.913 -2.285 0.2 -0.2 0.6
H 7.570 -4.417 -0.521 0.4 0.8 -0.1
H 6.043 -4.726 0.093 -0.6 0.1 -0.1
H 6.981 -3.602 0.997 0.5 0.0 0.0
H 4.873 -1.874 0.816 0.6 0.3 -0.2
H 4.247 -1.724 -0.852 0.7 0.5 -0.1
H 4.201 -3.205 -0.059 0.3 -0.5 0.1
C -5.992 2.968 1.303 2.6 1.0 -1.2
O -4.827 2.616 1.129 -0.4 0.1 0.4
N -7.007 2.151 1.414 -2.7 -1.6 1.0
C -8.397 2.564 1.682 1.1 0.2 -0.7
C -6.829 0.704 1.463 0.8 0.0 0.7
H -6.218 4.043 1.224 -0.5 0.0 0.4
H -8.681 2.285 2.696 -0.2 -0.1 -0.1
H -8.970 2.067 0.900 -0.5 0.0 0.4
H -8.514 3.640 1.555 0.1 0.0 0.0
H -7.174 0.237 2.386 -0.5 0.5 0.4
H -7.374 0.177 0.680 0.4 0.2 -0.4
H -5.757 0.520 1.532 -0.1 -0.2 -0.9
```
Positions in Å, forces in eV/Å.

Properties
2S+1: 1
Total charge: -1
HOMO-LUMO gap: 3.4 eV
Energy above the lowest of the compared OMol25 structures with the same formula, charge and spin: 0.0 kcal/mol

The following is a DFT calculation (ωB97M-V/def2-TZVPD) of a 2-piece molecular cluster, C6H16N2P overall.

```
25
Properties=species:S:1:pos:R:3:forces:R:3
C -1.972 0.305 -0.683 1.6 0.1 0.2
C -2.904 -1.748 0.421 -0.8 -0.5 -1.9
C 2.792 -1.493 0.670 0.1 1.9 4.4
C -3.064 -0.191 0.185 1.5 -1.6 3.0
C 3.113 0.850 0.052 -1.4 2.6 0.5
C 0.714 1.400 -1.019 0.0 -0.4 -0.4
N -0.092 2.234 -0.058 -0.3 0.1 0.1
N 3.415 -0.386 -0.055 -0.4 -0.6 -1.1
P -0.248 0.317 0.113 -0.7 2.1 -0.5
H -2.056 1.268 -1.175 -0.5 -0.1 -0.3
H -1.812 -2.070 0.416 -1.4 0.2 0.2
H -3.450 -2.072 1.320 0.6 0.1 -0.2
H -3.484 -2.304 -0.464 1.6 1.1 1.7
H 3.650 -2.015 1.064 -0.1 -0.9 0.0
H 2.220 -1.127 1.670 1.5 -0.2 -2.4
H 2.044 -2.088 0.241 -0.5 -0.7 -1.6
H -2.971 0.304 1.171 -0.3 -0.1 -0.3
H -4.052 -0.086 -0.113 -1.7 0.8 -1.1
H 2.467 1.335 0.792 0.1 -1.5 0.3
H 3.612 1.691 -0.403 0.6 -0.6 -1.0
H 0.269 1.529 -2.053 0.7 -0.2 1.1
H 0.434 2.809 0.679 -1.4 -0.9 -1.7
H -0.929 2.660 -0.577 1.6 -0.3 1.8
H 4.056 -0.656 -0.818 -0.4 0.2 0.7
H -1.753 -0.467 -1.377 -0.1 -0.5 -1.5
```
Positions in Å, forces in eV/Å.

Properties
2S+1: 1
Total charge: +1
HOMO-LUMO gap: 8.1 eV
Energy above the lowest of the compared OMol25 structures with the same formula, charge and spin: 68.1 kcal/mol

The following is a DFT calculation (ωB97M-V/def2-TZVPD) of one molecule with the formula C6H16N3OP.

```
27
Properties=species:S:1:pos:R:3:forces:R:3
C 2.131 0.484 -1.032 -4.4 0.6 0.2
C 3.011 -1.662 -0.285 -0.4 2.1 -2.4
C -3.074 1.222 -0.503 -1.1 -4.0 -1.8
C -1.908 1.368 1.709 1.2 -1.3 0.2
C 2.280 -0.362 0.167 2.0 -1.4 0.7
C -2.050 0.487 0.353 -2.0 0.9 1.8
N 1.000 -0.575 0.876 1.2 -1.3 1.4
N -0.907 0.370 -0.429 3.9 -2.4 -0.4
N -0.065 -0.847 0.113 -2.1 4.0 -0.3
O -1.346 -2.498 -1.587 -0.9 0.2 -0.7
P -0.349 -2.415 -0.476 0.7 -1.8 0.0
H 2.970 0.905 -1.491 1.5 0.0 -0.7
H 1.465 -0.156 -1.683 1.0 1.0 -0.2
H 1.469 1.355 -0.755 0.9 -0.5 -0.4
H 2.852 -2.451 0.368 -0.2 -1.7 1.0
H 4.073 -1.477 -0.435 0.2 0.2 0.5
H 2.683 -1.843 -1.339 -0.1 -0.6 1.0
H -2.842 2.196 -0.610 0.9 3.4 -0.4
H -3.231 0.766 -1.553 0.7 0.5 1.6
H -4.046 1.144 -0.080 -0.9 0.1 0.7
H -1.582 2.444 1.394 -0.9 -1.8 0.7
H -1.039 0.929 2.387 -1.8 0.9 -1.3
H -2.900 1.277 2.281 1.6 0.6 -0.8
H 2.942 0.076 0.895 0.1 0.5 0.5
H -2.390 -0.566 0.506 0.0 0.9 0.4
H 1.126 -1.358 1.621 -0.3 1.8 -1.5
H -0.271 1.186 -0.413 -0.5 -0.8 0.2
```
Positions in Å, forces in eV/Å.

Properties
Expectation value of S²: 2.014
2S+1: 3
HOMO-LUMO gap (spin up / spin down): 6.8 / 6.2 eV

The following is a DFT calculation (ωB97M-V/def2-TZVPD) of a 2-piece molecular cluster, C6H16N6OS overall.

```
30
Properties=species:S:1:pos:R:3:forces:R:3
C -0.198 -1.724 1.177 -1.3 0.0 0.9
C 0.798 0.389 0.693 1.3 -0.5 -1.4
C 0.142 -1.208 -1.014 0.6 -1.2 3.1
C 2.525 1.981 0.204 3.4 1.5 -1.1
C 1.477 1.982 2.347 -1.1 -2.1 1.1
C -3.066 -0.753 -2.127 1.4 -3.7 0.9
N -0.139 -2.169 -0.063 0.4 1.7 0.6
N 0.140 -0.389 1.592 0.3 -0.7 -3.0
N 0.807 -0.030 -0.636 -0.9 1.7 -1.6
N -0.695 -2.469 2.171 0.0 -0.3 -0.2
N 0.054 -1.591 -2.247 2.3 5.4 0.4
N 1.563 1.410 1.002 -2.9 -2.2 3.0
O -1.352 1.021 -2.020 2.0 -0.8 0.7
S -2.118 0.078 -0.878 -0.5 0.8 -0.9
H 2.987 1.140 -0.376 -0.1 1.3 0.0
H 1.988 2.751 -0.420 1.4 -0.3 0.3
H 3.359 2.428 0.995 -2.0 -0.9 -2.7
H 0.375 1.947 2.573 1.2 0.5 0.6
H 2.129 1.406 3.104 -1.1 0.8 -1.1
H 1.842 2.965 2.233 0.0 1.2 0.4
H -3.718 -0.005 -2.408 -2.0 0.9 -1.0
H -3.528 -1.672 -1.581 0.3 1.7 -1.3
H -2.414 -1.096 -3.011 -0.9 0.5 1.5
H -1.798 1.781 -2.343 -1.2 1.2 -0.1
H 0.127 -0.032 2.501 -0.2 -0.2 1.9
H 0.619 0.797 -1.336 0.6 -1.8 1.5
H -1.044 -3.408 2.067 0.4 -0.3 -1.0
H -1.084 -2.144 3.033 0.4 1.0 0.4
H 0.475 -0.908 -2.892 -0.7 -1.4 -0.5
H -0.251 -2.476 -2.342 -1.1 -3.7 -1.4
```
Positions in Å, forces in eV/Å.

Properties
2S+1: 1
Total charge: +2
HOMO-LUMO gap: 8.9 eV
Energy above the lowest of the compared OMol25 structures with the same formula, charge and spin: 0.8 kcal/mol

The following is a DFT calculation (ωB97M-V/def2-TZVPD) of a 2-piece molecular cluster, C6H16NO overall.

```
24
Properties=species:S:1:pos:R:3:forces:R:3
C -1.042 -1.380 -0.596 -3.5 0.9 3.0
O -1.713 -0.084 -0.091 1.9 -1.4 -0.2
C 0.324 -1.477 -0.098 1.3 0.1 -0.4
C 1.461 -0.547 -0.377 1.1 -1.5 -2.4
C 1.336 0.039 -1.809 -1.8 2.9 -1.0
C 1.741 0.408 0.801 -0.8 -1.2 1.6
C 3.096 1.001 1.169 -0.2 1.5 0.1
N -4.891 0.850 0.435 0.1 1.4 -1.8
H -1.722 -2.190 -0.130 1.3 0.9 -1.3
H -1.178 -1.244 -1.643 0.2 -0.4 -1.0
H -1.749 -0.114 0.886 -0.1 -0.1 -0.5
H 0.492 -2.428 0.456 0.3 0.9 0.0
H 2.376 -1.240 -0.460 -1.1 0.5 0.7
H 2.083 0.897 -2.094 -1.2 -1.8 1.0
H 0.270 0.511 -1.972 2.0 -0.5 0.6
H 1.352 -0.684 -2.630 0.5 -0.3 0.5
H 1.599 -0.302 1.638 -0.4 0.6 0.2
H 0.907 1.119 0.829 0.3 0.1 0.0
H 2.915 1.450 2.198 0.5 -0.6 -1.3
H 3.921 0.308 1.192 0.0 -0.6 0.3
H 3.451 1.811 0.517 -0.4 -0.1 0.1
H -4.370 1.741 0.185 -1.2 -1.6 0.7
H -4.758 0.606 1.388 -0.1 0.1 0.8
H -5.900 0.947 0.208 1.2 0.0 0.4
```
Positions in Å, forces in eV/Å.

Properties
2S+1: 1
Total charge: +1
HOMO-LUMO gap: 4.9 eV
Energy above the lowest of the compared OMol25 structures with the same formula, charge and spin: 115.8 kcal/mol

The following is a DFT calculation (ωB97M-V/def2-TZVPD) of an isolated ion of composition C6H16NO and charge +1.

```
24
Properties=species:S:1:pos:R:3:forces:R:3
C -1.474 1.823 -2.322 4.7 -1.6 -4.1
O -0.451 2.808 -2.416 0.7 0.3 0.9
C -0.662 0.646 -1.730 -0.7 -1.1 -2.2
C 0.177 0.823 -0.449 -1.3 0.8 -0.1
C -0.419 -0.130 0.629 -1.6 2.1 1.6
C 0.034 -1.620 0.701 -0.9 1.4 -2.3
C 1.340 -1.802 1.390 2.4 -1.5 -0.6
N 1.171 -1.209 2.802 1.7 0.9 2.5
H -2.231 2.173 -1.789 -3.6 1.3 2.4
H -1.772 1.556 -3.415 0.0 0.1 2.0
H -0.514 3.440 -3.116 -0.6 0.4 -0.7
H -0.012 0.338 -2.634 -0.9 0.2 1.6
H -1.404 -0.162 -1.542 0.5 0.1 -0.4
H 1.155 0.507 -0.726 1.1 0.2 0.1
H 0.160 1.939 -0.147 0.2 -2.0 -0.2
H -0.399 0.494 1.615 0.0 -1.5 -1.2
H -1.513 -0.150 0.353 1.0 -0.1 0.8
H -0.719 -2.227 1.234 0.1 0.2 -0.6
H 0.044 -1.800 -0.457 0.3 -0.8 2.3
H 1.648 -2.888 1.590 -0.8 1.4 -0.4
H 2.235 -1.413 0.737 -1.6 0.1 1.9
H 0.208 -1.455 3.265 2.1 0.9 -1.3
H 1.475 -0.194 2.920 -1.8 -0.9 -1.0
H 1.924 -1.495 3.505 -1.2 -0.9 -1.2
```
Positions in Å, forces in eV/Å.

Properties
2S+1: 1
Total charge: +1
SMILES: [NH3+]CCCCCCO
HOMO-LUMO gap: 8.9 eV
Energy above the lowest of the compared OMol25 structures with the same formula, charge and spin: 70.7 kcal/mol

The following is a DFT calculation (ωB97M-V/def2-TZVPD) of an isolated ion of composition C6H16NSi and charge +1.

```
24
Properties=species:S:1:pos:R:3:forces:R:3
C -1.567 -0.191 1.000 -2.6 2.1 1.3
C -0.449 -0.274 1.972 -0.3 1.9 -2.1
C -0.652 0.688 0.147 1.3 -1.4 3.1
C 2.085 -0.462 -0.572 0.2 -2.0 -1.0
C 0.480 1.400 -2.368 0.1 -0.7 0.2
C -0.442 -1.612 -1.900 -2.8 -1.1 0.6
N -0.477 0.573 3.251 -1.5 1.6 -1.8
Si 0.398 -0.123 -1.292 0.2 1.2 1.5
H -1.821 -1.125 0.518 -0.1 -0.1 0.1
H -2.574 0.297 1.436 2.1 -1.0 -1.0
H 0.230 -1.094 1.971 0.4 -0.2 0.4
H -0.430 1.756 0.442 -0.7 -1.2 -0.3
H 2.552 0.451 -0.544 1.0 2.7 0.7
H 2.197 -0.951 0.388 -0.3 0.0 0.2
H 2.821 -0.956 -1.236 -0.7 -0.4 -0.1
H -0.303 2.109 -2.331 -1.5 0.4 0.6
H 1.317 2.001 -2.020 0.6 -0.2 -0.7
H 0.413 1.082 -3.392 1.0 0.1 -0.8
H -0.909 -2.288 -1.103 0.7 1.1 -0.7
H -1.300 -1.370 -2.552 0.1 0.3 0.3
H 0.054 -2.324 -2.501 1.4 -0.5 -0.6
H -1.094 0.175 3.951 -0.1 -0.6 0.3
H -0.981 1.536 3.066 1.7 -2.0 0.2
H 0.451 0.703 3.668 -0.2 0.2 -0.3
```
Positions in Å, forces in eV/Å.

Properties
2S+1: 1
Total charge: +1
HOMO-LUMO gap: 9.0 eV
Energy above the lowest of the compared OMol25 structures with the same formula, charge and spin: 39.0 kcal/mol

The following is a DFT calculation (ωB97M-V/def2-TZVPD) of a 2-piece molecular cluster, C6H16O overall.

```
23
Properties=species:S:1:pos:R:3:forces:R:3
C -0.734 -2.126 0.128 -1.4 -2.2 -0.3
C 0.536 -1.245 0.258 0.0 0.6 -1.7
C 0.395 0.056 -0.597 1.3 1.6 0.7
C -0.532 1.176 -0.104 -1.4 0.6 -0.8
C -0.280 1.707 1.280 0.1 0.7 2.6
C 1.226 1.900 1.701 -0.4 -1.0 0.8
H -1.536 -1.899 -0.743 2.3 -0.2 1.8
H -0.309 -3.198 -0.049 -1.3 1.5 0.3
H -1.400 -2.171 1.103 1.6 0.2 -1.8
H 0.730 -1.145 1.322 0.0 0.8 0.1
H 1.554 -1.618 -0.144 -1.9 -0.5 0.4
H 1.430 0.510 -0.561 -0.9 -0.4 -0.6
H 0.090 -0.140 -1.645 0.5 -0.4 0.8
H -1.550 0.776 -0.051 -0.1 0.0 -0.4
H -0.643 2.099 -0.839 0.7 -2.0 1.1
H -0.812 2.682 1.393 0.5 -0.4 -0.3
H -0.819 1.141 2.161 1.2 0.3 -1.8
H 1.851 2.514 1.012 -0.6 -0.5 0.4
H 1.712 0.860 1.853 -0.6 1.8 -0.3
H 1.182 2.408 2.698 0.4 -0.4 -0.8
H -0.563 -0.745 -3.694 -0.3 0.5 -0.1
H -0.431 -2.158 -3.268 -1.9 1.4 0.4
O -1.097 -1.384 -3.213 2.1 -2.1 -0.5
```
Positions in Å, forces in eV/Å.

Properties
2S+1: 1
SMILES: CCCCCC.O
HOMO-LUMO gap: 11.0 eV
Energy above the lowest of the compared OMol25 structures with the same formula, charge and spin: 40.9 kcal/mol

The following is a DFT calculation (ωB97M-V/def2-TZVPD) of a 2-piece molecular cluster, C6H16O2 overall.

```
24
Properties=species:S:1:pos:R:3:forces:R:3
C 2.194 0.206 1.913 0.0 0.6 -0.4
O 1.800 1.406 2.586 0.0 -0.3 -0.1
C 1.119 -0.399 1.010 0.8 -0.2 0.3
C 1.055 0.206 -0.379 -1.3 0.6 0.0
C -0.086 -0.358 -1.299 0.0 -0.5 0.6
C 0.552 -1.097 -2.467 -0.7 0.3 -0.5
C -1.090 -1.298 -0.563 2.0 1.3 0.5
H 2.589 -0.555 2.592 -0.2 0.1 0.3
H 3.028 0.543 1.296 0.1 -0.2 0.0
H 0.969 1.239 3.035 -0.1 0.0 0.1
H 0.152 -0.410 1.511 0.0 0.2 0.1
H 1.401 -1.440 0.945 0.0 -0.6 -0.2
H 0.836 1.271 -0.276 0.2 0.1 0.2
H 2.022 0.154 -0.879 0.1 -0.2 0.0
H -0.713 0.480 -1.597 0.2 0.1 -0.5
H -0.158 -1.742 -2.998 0.0 0.2 0.0
H 1.333 -1.721 -2.084 0.5 -0.6 0.2
H 1.011 -0.423 -3.192 0.0 0.1 0.0
H -1.490 -0.711 0.262 -0.5 -0.3 0.0
H -0.511 -2.121 -0.147 -0.4 -0.4 -0.1
H -1.837 -1.582 -1.258 -0.8 -0.5 -0.4
H -4.139 2.008 -0.358 0.0 0.0 -0.1
H -4.747 0.636 -0.154 0.0 0.0 -0.1
O -4.505 1.262 -0.845 0.1 0.0 0.2
```
Positions in Å, forces in eV/Å.

Properties
2S+1: 1
SMILES: CC(C)CCCO.O
HOMO-LUMO gap: 10.9 eV
Energy above the lowest of the compared OMol25 structures with the same formula, charge and spin: 13.5 kcal/mol

| no. | largest force on an atom (eV/Å) |
| --- | --- |
| 1 | 3.3 |
| 2 | 4.8 |
| 3 | 4.6 |
| 4 | 5.9 |
| 5 | 4.7 |
| 6 | 6.5 |
| 7 | 3.6 |
| 8 | 3.0 |
| 9 | 2.5 |